ORCA calculation (ωB97M-V with the def2-TZVPD basis set) on C29H52F16Li2N4O29S14 as an isolated structure in a non-equilibrium geometry.

Results
Gap between HOMO and LUMO: 7.18 eV
Molecular weight: 1687.52 g/mol
Total energy: -10724.6780 a.u.
Multiplicity: 1
Net charge: -2

Geometry (Å):
S: 1.21449 5.06533 3.91234
O: -2.80536 4.33054 -1.78433
O: 0.77804 4.56627 5.23259
H: -5.77743 1.96792 2.15930
H: 5.49052 -3.04964 -1.89779
C: -2.48557 1.58515 -5.17815
C: 2.41223 -3.89156 -3.19836
H: -3.90785 0.91583 3.87518
C: -5.11790 4.25951 -1.08573
F: -3.42770 5.23720 0.14696
O: 5.95367 -0.52502 5.54298
C: -2.50877 -3.95218 3.43860
Li: -0.93283 -1.71872 -2.36871
H: -1.69870 -3.22813 3.35112
O: 0.94408 -1.68449 -2.86984
S: -0.80854 0.28032 -0.06617
H: -0.51009 3.07344 1.57898
H: 5.52051 4.08350 -2.66338
C: -1.39308 2.65377 -5.07467
Li: -2.25100 -2.53249 -0.55591
H: -1.73964 3.31849 -4.28338
H: -2.88974 -5.73926 4.65202
O: 1.16294 -5.49472 6.91063
H: -1.03658 4.42109 3.37689
S: -3.49492 -3.12953 -3.28222
O: 4.55855 -2.41642 3.72595
H: -6.63719 -0.07953 0.46983
C: 1.39646 2.87696 2.49537
S: 2.23312 -5.34257 5.93783
C: 0.10042 0.81794 -5.51602
H: 3.03795 4.12273 2.70970
C: -0.68095 5.67592 -1.46019
H: 3.31542 1.77741 -0.37134
H: -4.26216 -1.23466 3.73723
F: 6.92854 1.18999 4.33398
C: -1.09945 6.55868 -2.64001
O: -2.04297 -3.97261 0.75201
C: -3.88957 -0.76079 2.82908
O: -3.88357 -1.84711 0.40034
H: 0.76983 2.74927 -4.95652
H: 6.34312 2.54939 -2.67264
F: 3.50029 -6.07528 6.71557
C: -5.70569 0.03753 1.02364
C: -1.36484 4.23175 -1.47967
S: 5.69070 0.17340 4.29470
O: -5.69040 -2.56193 2.04888
O: 4.58980 1.14138 4.17192
H: 4.34924 -1.11345 -2.93130
H: 4.06300 -3.51806 -0.94894
O: 5.65783 4.21630 -0.05897
N: -2.22085 -3.13998 -2.40286
F: -4.00939 -1.64221 -2.97236
O: -2.55993 -5.93698 -3.03381
C: 0.34495 3.71630 1.78815
N: -0.84321 -1.16997 -0.51103
S: 1.66296 -3.34143 4.85701
H: -1.49516 -6.51806 1.30504
C: -3.68446 4.23689 -0.63111
C: -4.15839 0.70232 2.83607
H: 3.77297 2.58056 -4.09253
H: -3.23066 1.70983 -5.96390
F: 2.16153 -1.78133 4.67063
O: 0.41168 -3.13442 5.59542
H: -0.87906 -6.94917 3.98476
S: -1.71279 -4.73896 -3.03856
H: 0.94010 0.21547 -5.16953
N: 2.89005 -3.69568 5.78007
C: 4.40098 -3.08028 -1.88820
S: 5.25697 2.92883 -0.60487
F: -3.51988 3.07093 0.03702
F: -1.04209 6.25096 -0.32997
C: 2.29042 3.68563 3.37169
C: -2.04488 -6.26168 2.21066
H: 0.71702 4.06259 0.82391
C: -5.56322 0.91253 2.32776
H: -2.82623 -0.99371 2.77306
F: -5.45997 5.29190 -1.82139
O: -1.56756 -0.65014 -3.96682
H: 3.51239 -1.31199 -1.30797
O: -1.30254 0.58456 1.25740
H: 0.06413 1.87111 -3.58521
H: 0.93405 2.07614 3.07239
O: 5.86741 1.67903 -0.09158
O: 0.18382 -2.04328 1.80536
C: 5.38016 3.01947 -2.47305
H: 0.23191 1.10842 -6.55835
O: -1.90277 -0.76556 -6.51688
C: -1.20687 -6.06196 3.44298
C: 3.75047 -1.74819 -2.27809
H: -1.52476 -4.71887 5.19656
O: 2.57971 -1.57701 -4.78249
O: 1.76661 -0.96208 0.12387
F: 5.20710 -2.31183 1.54154
F: -1.33453 5.79379 -3.68790
H: -3.09422 1.49480 -4.27844
O: 1.82147 6.36818 3.70865
C: 3.93930 2.50356 -3.01806
S: -4.83125 -1.52309 1.45503
H: 2.77304 4.11120 -2.33680
F: -2.22334 0.55940 -0.83881
S: 0.50808 -1.64126 0.41707
O: -0.05230 1.25714 -0.80191
O: -3.26851 -3.03445 -4.70776
C: -2.07012 -5.09615 4.33150
H: -1.35153 3.86602 -0.45294
H: 1.86726 -4.05286 -2.26826
C: 3.43855 2.81996 -0.66466
F: -5.93227 4.26714 -0.05953
C: 3.90868 -4.12527 -3.02731
H: -0.30624 -5.54739 3.10806
H: -3.43534 1.25875 2.23966
F: -0.85239 -5.04561 -1.77553
C: 2.87910 3.05504 -2.08902
C: -0.02957 2.07370 -4.65211
H: 1.87357 -4.29277 -4.05684
F: 0.62864 5.45067 -1.44492
H: -3.35278 -3.28886 3.62766
F: -0.16296 7.53894 -2.94925
H: -6.21236 0.55307 3.12620
H: -2.89506 -6.90580 2.43513
O: -4.27295 -4.82764 1.68675
O: 1.60811 -3.88413 3.54055
H: 3.07171 3.42653 0.16336
H: 1.89823 2.61264 -2.26308
H: -0.51157 5.76972 2.29646
H: -0.85572 3.43901 -2.02783
O: -0.68850 -4.63085 -4.09853
H: 3.84032 1.44960 -2.75833
S: -1.49411 -0.00936 -5.30781
H: -2.07476 7.02055 -2.48656
H: 1.91445 2.28148 1.74358
C: -0.26460 4.78794 2.70043
N: 6.24270 -0.39388 2.97648
F: 0.67353 -3.10368 -0.31004
S: -2.81852 -4.69331 1.79232
S: 4.74149 -1.32069 2.76667
O: 2.17500 -6.24055 4.77946
O: 3.59350 -0.58323 2.27145
O: -4.65081 -3.80064 -2.83870
H: -5.24425 3.35769 -1.68478
H: 4.03796 -5.17931 -2.78152
S: 2.25028 -2.07304 -3.43700
H: 2.73933 3.17685 4.22476
H: -1.23013 3.23395 -5.98294
H: -5.00411 0.47034 0.31050
H: 4.54943 -3.88137 -3.87470

Löwdin atomic charge list, values in e, 5 entries: S 0.741; O -0.005; O -0.372; H 0.107; H 0.115

ORCA calculation (ωB97M-V with the def2-TZVPD basis set) on a 3-piece molecular cluster, C29H53BBrN3O13P2 overall in a non-equilibrium geometry.

Results
Gap between HOMO and LUMO: 7.37 eV
Molecular weight: 804.42 g/mol
Total energy: -5560.7070 a.u.
Multiplicity: 1

Geometry (Å):
B: 5.42897 3.34270 1.41123
C: -3.20603 0.59467 6.97449
C: 1.36089 5.51469 -1.84301
H: -3.20990 -6.11868 1.77230
H: -7.46310 -1.69013 -1.18175
C: 0.61358 0.64893 -2.59502
H: 7.39466 2.22404 -4.11912
H: -2.94252 -0.32247 7.50800
H: -7.12267 -7.18576 -3.21688
C: 1.80768 1.50058 -3.24472
H: -1.86044 -5.41595 -0.31262
H: -3.51220 3.29496 2.73944
N: 5.93196 0.21926 -1.99642
O: 6.76044 0.36618 0.16612
O: -1.72732 -0.03946 3.82623
H: 10.39925 1.89962 -1.58352
O: -4.77887 -4.83562 -2.57042
C: -2.28315 2.11443 1.40574
C: -4.57092 1.07085 7.43166
H: 0.43193 6.13326 -1.72188
H: 2.86003 4.47669 0.46853
H: 0.11653 1.34112 -1.85622
H: -0.11420 0.28333 -3.35980
H: -2.25870 1.11066 0.97811
H: -1.65328 -6.95302 1.60838
H: -5.16711 -6.11540 -4.07561
H: 1.81892 -0.23984 -0.90664
C: -2.26864 -1.36201 3.75848
C: -5.27711 -6.10760 -2.98678
O: -2.92000 2.57896 5.18038
C: 3.19606 3.58066 -0.09960
O: 4.11470 -0.72610 -3.18557
P: -2.49220 1.29391 4.49930
O: -3.60450 1.29637 3.27858
H: -7.33514 -5.44618 -2.92679
C: -6.84396 -2.55522 -1.42649
H: -7.50838 -3.68439 0.27149
C: -2.63373 -6.80871 1.15162
C: 2.66577 2.02232 -2.06127
H: 6.66615 0.25364 -3.83144
O: -5.85296 -4.57465 -0.49721
H: -7.35655 -3.15007 -2.18387
C: 4.45795 2.87710 0.22444
N: 6.95951 0.56913 -2.90087
C: -2.50610 -6.29516 -0.26919
C: -6.56343 -3.38300 -0.18557
H: -4.92433 1.90523 6.82166
H: 3.56584 6.48115 -2.70198
H: 7.26475 2.58436 1.07639
O: 5.05560 4.55145 2.08679
C: 5.97761 0.73475 -0.65821
O: -3.24309 0.29178 5.58055
H: -4.66542 -6.93399 -2.62901
H: -2.43611 1.33473 7.20002
O: -3.74416 -3.98540 0.34370
H: 6.34416 1.71215 2.16579
H: 9.60589 0.73239 -2.71897
N: 6.64656 2.65824 1.89578
H: -6.01357 -2.79640 0.55592
C: -3.51109 2.30262 2.27969
C: -6.74199 -6.32368 -2.66512
O: 1.43143 5.18191 -4.26115
H: 2.13906 5.92500 -1.14318
H: -1.40667 -2.01535 3.59233
H: -2.69881 -1.68841 4.70392
H: -2.04926 -7.06589 -0.89555
C: 1.02662 3.99521 -1.51510
P: -4.28442 -4.44544 -1.00858
H: -3.41857 -2.63092 2.45716
C: -3.23596 -1.56660 2.61163
H: 0.45868 3.60976 -2.39462
H: -2.84366 -1.13790 1.68797
H: 1.33141 2.35126 -3.78921
C: 7.13709 2.03996 -3.03578
O: -3.80212 -6.01507 -0.79899
Br: -0.34473 -1.53681 -0.85032
C: 2.32349 3.17343 -1.21406
H: 5.18238 5.31574 1.49907
H: 1.72112 -1.30137 -2.36183
H: 6.21411 2.64378 -2.83844
H: 2.36994 0.80103 -3.91550
H: -5.30944 0.27378 7.32078
O: 3.02017 6.52390 -3.50870
H: -5.91215 -2.19647 -1.87572
H: 9.08526 0.79630 -1.00060
C: 1.90938 5.69862 -3.29160
C: 9.41967 1.42662 -1.85893
C: 1.14915 -0.56253 -1.74577
H: -4.40994 2.22657 1.66405
C: 4.59086 0.10674 -2.47137
C: 8.39956 2.57808 -2.22352
H: 8.98904 3.32008 -2.83298
H: -6.88936 -6.52396 -1.60325
H: -2.27347 2.84292 0.59181
H: -4.54910 1.38695 8.47591
H: -3.17205 -7.75901 1.16655
H: 8.09552 3.13856 -1.29365
H: -4.19953 -1.09735 2.81804
H: 0.35265 4.03271 -0.61595
C: 4.78116 1.73712 -0.62846
C: 3.90422 1.33185 -1.75567
H: -1.36522 2.23720 1.99004

Löwdin atomic charge list, values in e, 5 entries: B -0.488; C -0.295; C -0.083; H 0.072; H 0.079

- Which value of molecular weight does entry 1 give?
  1687.52 g/mol